# 1
This record from the Open Molecules 2025 dataset describes a cluster of 5 separate species, C31H72BFIO4 in total in a non-equilibrium geometry. The level of theory is ωB97M-V/def2-TZVPD.

Computed properties:
max |F|	0.0324	Eh/bohr
frontier orbital gap	0.27004	hartree
LUMO level	2.2	eV
highest occupied orbital energy	-5.172	eV

```
! wB97M-V def2-TZVPD RIJCOSX def2/J DEFGRID3
* xyz -1 1
C 6.1105 -0.4389 0.1489
C 5.7550 -1.9000 -0.3276
C 4.2056 -2.1667 -0.3757
C 3.8043 -2.9675 -1.6628
C 3.3462 -4.4446 -1.4075
C 2.3093 -4.5857 -0.2325
C 1.1778 -5.5986 -0.6167
C -0.0430 -5.4958 0.3539
C -1.0728 -4.3839 -0.0357
C -1.3949 -4.2978 -1.5670
C -0.4405 -3.2303 -2.2451
C -1.1449 -1.8695 -2.5214
C -0.4117 -0.9609 -3.5508
C 1.1401 -0.7883 -3.2677
C 1.6303 0.6857 -3.2620
C 1.3525 1.5013 -1.9520
B 0.6197 0.7010 -0.7402
F 1.5985 -0.3306 -0.2560
C 0.3585 1.6675 0.5770
C -0.0526 0.8170 1.8438
C -0.9792 -0.3778 1.4802
I -1.9004 -1.2497 3.2815
H 6.6752 0.1191 -0.6329
H 6.7612 -0.4573 1.0513
H 5.2144 0.1715 0.3730
H 6.2506 -2.0571 -1.3069
H 6.2234 -2.6159 0.3831
H 3.7256 -1.1637 -0.4581
H 3.8359 -2.6032 0.5698
H 4.6591 -2.9763 -2.3739
H 2.9734 -2.4614 -2.2005
H 4.2481 -5.0760 -1.2776
H 2.8276 -4.7915 -2.3331
H 1.9267 -3.6037 0.1094
H 2.8710 -5.0582 0.6070
H 0.9193 -5.5302 -1.6915
H 1.6100 -6.6194 -0.4735
H -0.5185 -6.4883 0.5172
H 0.3792 -5.2021 1.3454
H -0.6691 -3.4215 0.3417
H -2.0253 -4.6336 0.4858
H -2.4651 -4.0501 -1.7092
H -1.1795 -5.2830 -2.0419
H 0.0208 -3.6122 -3.1793
H 0.3683 -3.0588 -1.4996
H -2.1426 -2.1164 -2.9714
H -1.3847 -1.3649 -1.5616
H -0.5333 -1.4561 -4.5462
H -0.8944 0.0347 -3.6688
H 1.6261 -1.2750 -4.1540
H 1.4761 -1.3877 -2.3991
H 2.7162 0.7123 -3.5111
H 1.1295 1.2127 -4.1147
H 2.3373 1.8931 -1.5846
H 0.7482 2.4189 -2.1803
H -0.4323 0.2115 -1.0669
H 1.3266 2.1568 0.8715
H -0.3755 2.4849 0.3807
H -0.6109 1.4821 2.5481
H 0.8197 0.4387 2.4127
H -1.7749 -0.0060 0.8069
H -0.4588 -1.2233 0.9973
C 2.9430 -0.4070 5.6006
C 2.7474 -1.7699 4.9532
C 3.1342 -1.7443 3.4811
O 1.3864 -2.1702 5.0834
H 2.3121 0.3447 5.1177
H 2.6535 -0.4381 6.6532
H 3.9842 -0.0825 5.5336
H 3.3504 -2.5151 5.4778
H 2.5110 -1.0374 2.9265
H 2.9804 -2.7259 3.0282
H 4.1812 -1.4598 3.3511
H 0.8441 -1.5171 4.6248
C -5.4193 -1.9940 6.9186
C -4.1939 -1.6294 7.7432
C -4.0004 -0.1220 7.8096
O -3.0376 -2.2350 7.1747
H -5.3124 -1.6403 5.8892
H -5.5405 -3.0779 6.8721
H -6.3268 -1.5586 7.3438
H -4.2994 -2.0306 8.7537
H -3.8468 0.2930 6.8094
H -3.1134 0.1242 8.3961
H -4.8657 0.3689 8.2612
H -2.9361 -1.8872 6.2822
C -3.6600 4.7757 -1.3758
C -2.1644 4.6249 -1.1382
C -1.3611 5.3169 -2.2284
O -1.8231 3.2442 -1.0980
H -3.9488 4.3184 -2.3268
H -4.2253 4.2667 -0.5923
H -3.9548 5.8282 -1.3921
H -1.9033 5.0462 -0.1645
H -1.5741 4.8793 -3.2051
H -0.2907 5.1937 -2.0512
H -1.5887 6.3854 -2.2696
H -2.0464 2.8579 -1.9513
C -4.2611 7.5586 -5.4556
C -2.7651 7.4060 -5.2263
C -1.9645 8.1055 -6.3140
O -2.4245 6.0227 -5.1959
H -4.5553 7.1077 -6.4080
H -4.8223 7.0447 -4.6729
H -4.5552 8.6104 -5.4631
H -2.4996 7.8204 -4.2517
H -2.1826 7.6728 -7.2949
H -0.8941 7.9802 -6.1414
H -2.1904 9.1736 -6.3470
H -2.6529 5.6421 -6.0497
*
```


# 2
This record from the Open Molecules 2025 dataset describes a cluster of 7 separate species, C31H72NO14P2S in total in a non-equilibrium geometry. The level of theory is ωB97M-V/def2-TZVPD.

Computed properties:
max |F|	0.0567	Eh/bohr
frontier orbital gap	0.28026	hartree
LUMO level	2.3	eV
highest occupied orbital energy	-5.308	eV

```
! wB97M-V def2-TZVPD RIJCOSX def2/J DEFGRID3
* xyz -1 1
C -6.5111 -1.8244 -0.3252
C -5.2005 -2.5629 -0.5820
O -4.3514 -2.3970 0.5318
C -2.9850 -2.7642 0.2741
C -2.1355 -1.4750 0.5027
S -3.0646 0.0836 0.5870
C -0.9877 -1.2117 -0.5301
O -1.0935 -1.7628 -1.6464
O -0.1107 -0.4791 -0.1488
O -1.4760 -1.6834 1.7764
C -1.4622 -2.9544 2.1383
O -0.6300 -3.4222 2.8748
C -2.6312 -3.6786 1.4701
P -3.9869 -3.5961 2.7657
N -3.8557 -2.0056 3.3973
O -3.4643 -4.6480 3.9643
P -2.0987 -5.3431 0.8276
O -3.4655 -6.2760 0.6945
O -1.0442 -6.0079 1.8889
H -7.3688 -2.4307 -0.6074
H -6.6307 -1.5850 0.7256
H -6.5551 -0.9252 -0.9291
H -5.4221 -3.6294 -0.6840
H -4.7780 -2.1795 -1.5099
H -2.9463 -3.2114 -0.7109
H -3.6885 -0.0750 1.7706
H -4.5830 -1.8511 4.0864
H -2.9742 -1.8949 3.9012
H -2.6754 -4.3133 4.4145
H -3.3523 -7.1361 1.1105
H -1.2065 -5.7439 2.8065
C 2.6319 -1.5212 -1.1297
C 4.0876 -1.4591 -0.7112
O 4.9773 -1.0981 -1.7637
C 4.7294 0.1677 -2.3385
C 4.8407 1.3158 -1.3515
H 2.5074 -2.1701 -1.9994
H 2.0167 -1.9020 -0.3179
H 2.2420 -0.5404 -1.3944
H 4.4151 -2.4434 -0.3721
H 4.2140 -0.7797 0.1399
H 3.7518 0.1764 -2.8338
H 5.4780 0.2922 -3.1220
H 4.0519 1.2689 -0.6003
H 4.7507 2.2717 -1.8707
H 5.7990 1.2868 -0.8288
C 3.9030 -2.8859 -8.4407
C 4.1771 -1.4440 -8.0448
O 3.5150 -1.0410 -6.8659
C 3.8544 -1.7573 -5.6879
C 5.3197 -1.6458 -5.3062
H 2.8292 -3.0703 -8.4914
H 4.3446 -3.1014 -9.4150
H 4.3245 -3.5894 -7.7211
H 3.8114 -0.7818 -8.8311
H 5.2555 -1.2630 -7.9606
H 3.5535 -2.8065 -5.7789
H 3.2442 -1.3276 -4.8939
H 5.9675 -2.1368 -6.0367
H 5.4931 -2.1129 -4.3363
H 5.6222 -0.5996 -5.2518
C 2.1237 3.3932 0.4208
C 1.4968 4.7732 0.3901
O 1.9019 5.6093 1.4648
C 3.2854 5.9001 1.5383
C 3.8186 6.6366 0.3207
H 1.9604 2.9195 1.3890
H 1.6932 2.7602 -0.3553
H 3.2022 3.4385 0.2540
H 0.4150 4.6765 0.4793
H 1.6869 5.2677 -0.5696
H 3.8613 4.9867 1.7246
H 3.4120 6.5311 2.4191
H 3.7904 6.0117 -0.5733
H 4.8546 6.9365 0.4843
H 3.2204 7.5268 0.1193
C 5.2168 3.9836 7.0993
C 4.8471 4.7689 5.8515
O 5.2308 4.1396 4.6466
C 4.6495 2.8690 4.3989
C 3.1348 2.8976 4.2994
H 6.2779 3.7301 7.0910
H 5.0015 4.5706 7.9931
H 4.6555 3.0508 7.1707
H 5.3687 5.7270 5.8642
H 3.7752 4.9974 5.8398
H 4.9774 2.1452 5.1536
H 5.0647 2.5353 3.4475
H 2.6725 3.1479 5.2564
H 2.7560 1.9225 3.9922
H 2.8127 3.6455 3.5732
C -5.3675 3.2207 3.2485
C -5.9777 2.0895 4.0589
O -5.1110 0.9873 4.2361
C -3.9036 1.2473 4.9278
C -4.1098 1.7392 6.3513
H -4.9804 2.8457 2.3002
H -6.1170 3.9867 3.0454
H -4.5396 3.6967 3.7766
H -6.8477 1.6995 3.5296
H -6.3392 2.4539 5.0284
H -3.2798 1.9438 4.3586
H -3.3662 0.2997 4.9533
H -4.5724 2.7275 6.3749
H -3.1525 1.8080 6.8690
H -4.7610 1.0581 6.9020
C -4.6204 -4.3462 -4.8044
C -5.1189 -2.9106 -4.8587
O -4.4898 -2.0559 -3.9322
C -3.0780 -1.9031 -4.0817
C -2.6727 -1.3085 -5.4198
H -4.6785 -4.7323 -3.7858
H -5.2218 -4.9813 -5.4579
H -3.5814 -4.4247 -5.1269
H -6.1816 -2.8919 -4.6078
H -5.0310 -2.5074 -5.8756
H -2.5703 -2.8542 -3.9039
H -2.7622 -1.2368 -3.2838
H -2.8932 -1.9837 -6.2514
H -1.6015 -1.1083 -5.4289
H -3.2092 -0.3754 -5.6039
*
```


# 3
This record from the Open Molecules 2025 dataset describes a structure of composition C31H72NO17P4Ti in a non-equilibrium geometry. The level of theory is ωB97M-V/def2-TZVPD.

Computed properties:
max |F|	0.0359	Eh/bohr
frontier orbital gap (spin up / spin down)	0.11603 / 0.27275	hartree
LUMO level (spin up / spin down)	0.5 / 0.5	eV
ΔE to the lowest compared entry with this formula, charge and spin	0.00	kcal/mol
highest occupied orbital energy (spin up / spin down)	-2.652 / -6.925	eV

```
! wB97M-V def2-TZVPD RIJCOSX def2/J DEFGRID3
* xyz 0 4
Ti -0.0715 -0.9585 0.1213
C 1.5719 -5.2048 0.8303
C 1.1969 -3.8837 0.1002
C 0.9030 -4.1852 -1.3692
O 0.1687 -3.2437 0.7726
H 2.3452 -5.6594 0.1979
H 0.6752 -5.8236 0.8053
H 1.9926 -5.0442 1.8190
H 2.1139 -3.2644 0.1412
H 1.8115 -4.5254 -1.8805
H 0.4997 -3.3073 -1.8773
H 0.2066 -5.0198 -1.5059
C -4.4368 2.2253 -1.6093
C -3.5734 1.0249 -1.3302
O -4.2788 -0.1689 -1.7091
P -3.8435 -1.5908 -1.0914
O -2.4382 -1.7340 -0.7063
O -4.8737 -1.7846 0.1258
C -4.7824 -0.8998 1.2710
C -5.7222 -1.4569 2.3100
O -4.3988 -2.6246 -2.1632
C -4.1055 -4.0372 -1.8840
C -2.7226 -4.4605 -2.2658
H -5.3693 2.1929 -1.0421
H -3.9364 3.1459 -1.3054
H -4.7058 2.3089 -2.6629
H -2.5868 1.0881 -1.7998
H -3.3178 0.9392 -0.2706
H -3.7484 -0.8939 1.6308
H -5.0224 0.0995 0.9005
H -5.2428 -2.3314 2.7573
H -6.0191 -0.7166 3.0480
H -6.5825 -1.9250 1.8279
H -4.4251 -4.2944 -0.8726
H -4.8522 -4.4958 -2.5411
H -2.7505 -5.5412 -2.0742
H -2.3510 -4.1785 -3.2464
H -1.9660 -4.1333 -1.5467
C -1.2797 4.1193 -2.3799
C -0.4222 3.6844 -1.2134
O -1.2204 3.6218 -0.0357
P -1.0143 2.5221 1.0923
O -0.9544 1.1389 0.5984
O 0.3557 2.9371 1.8159
C 0.6364 4.2247 2.3270
C 0.4497 4.2270 3.8433
O -2.1522 2.8942 2.1392
C -2.6049 1.8210 2.9884
C -3.9943 2.1556 3.5088
H -0.8323 3.9762 -3.3658
H -2.2501 3.6290 -2.4608
H -1.4889 5.1908 -2.3235
H 0.0519 2.7128 -1.3920
H 0.4401 4.3455 -1.0920
H 1.6525 4.5443 2.0892
H -0.0311 4.9660 1.8696
H -0.4323 3.7205 4.2238
H 1.3421 3.7762 4.2870
H 0.4475 5.2424 4.2525
H -2.6598 0.8638 2.4676
H -1.9140 1.6687 3.8180
H -3.9982 3.0507 4.1298
H -4.6903 2.3183 2.6830
H -4.3796 1.3064 4.0740
C 4.6480 -2.0991 3.6711
C 3.8464 -1.8248 2.4052
O 4.1349 -0.4762 1.9904
P 2.9976 0.6225 1.8235
O 1.7235 0.0547 1.3677
O 3.6431 1.7058 0.8400
C 3.1574 1.7951 -0.4988
C 4.2367 2.4380 -1.3784
O 2.9076 1.3939 3.2175
C 4.0883 1.8452 3.8954
C 4.4752 3.2675 3.4997
H 4.5609 -3.1549 3.9400
H 5.7052 -1.8525 3.6170
H 4.1206 -1.5569 4.4584
H 4.0389 -2.5180 1.5890
H 2.7974 -1.9233 2.6917
H 2.8343 0.8333 -0.8994
H 2.2974 2.4707 -0.5327
H 4.7188 3.1947 -0.7554
H 5.0062 1.7329 -1.6865
H 3.7560 2.9302 -2.2212
H 3.8494 1.8192 4.9591
H 4.9395 1.1953 3.6872
H 3.6921 4.0156 3.6008
H 5.3174 3.5870 4.1193
H 4.8644 3.2277 2.4827
C 4.7242 -1.3219 -3.4312
C 3.2522 -1.4000 -3.1472
O 2.5873 -0.1916 -3.5688
P 1.0094 -0.0237 -3.3309
O 0.6368 -0.3019 -1.9429
O 0.6963 1.4166 -3.9626
C 0.7386 1.6439 -5.3805
C 2.1335 1.7296 -5.9450
O 0.3717 -1.0354 -4.3925
C -0.8382 -1.7249 -4.0525
C -2.0506 -0.9800 -4.5408
H 5.2901 -2.2467 -3.3145
H 5.0093 -1.0262 -4.4456
H 5.1791 -0.5755 -2.7742
H 2.7888 -2.2532 -3.6491
H 3.0444 -1.4480 -2.0730
H 0.0666 0.9763 -5.9247
H 0.1855 2.5746 -5.5343
H 2.8020 2.3195 -5.3131
H 2.6101 0.7700 -6.1306
H 2.1516 2.3192 -6.8658
H -0.7678 -2.7515 -4.4267
H -0.9058 -1.9644 -2.9837
H -2.0905 -1.0023 -5.6327
H -2.9789 -1.4753 -4.2387
H -2.1343 0.0367 -4.1562
N -0.4572 -1.9173 3.2326
C -1.6651 -2.3479 3.6914
C -2.0308 -1.6318 4.8224
C -1.0258 -0.6558 4.9771
C -0.0601 -0.8601 4.0259
H 0.0360 -2.3416 2.4389
H -2.1146 -3.1732 3.1587
H -2.8558 -1.8417 5.4806
H -0.9918 0.0620 5.7842
H 0.8780 -0.3758 3.8128
*
```


# 4
This record from the Open Molecules 2025 dataset describes a cluster of 8 separate species, C31H74BO9 in total. The level of theory is ωB97M-V/def2-TZVPD.

Computed properties:
max |F|	0.0174	Eh/bohr
frontier orbital gap	0.23134	hartree
LUMO level	2.3	eV
highest occupied orbital energy	-4.038	eV

```
! wB97M-V def2-TZVPD RIJCOSX def2/J DEFGRID3
* xyz -1 1
C -1.0448 -2.6799 1.1585
C -2.1639 -2.2425 1.0361
C -3.5217 -1.7746 0.9998
B -3.8031 -0.7093 -0.2552
O -4.3546 0.6135 0.1841
C -3.6594 1.5903 -0.5580
C -2.9945 0.8194 -1.6603
C -1.8871 1.5606 -2.4149
C -0.5454 0.8395 -2.3364
C 0.2772 1.2423 -1.1219
C 1.3442 0.2367 -0.7456
C 2.2440 0.7343 0.3709
O -2.5457 -0.3246 -0.9883
H -0.0025 -2.8564 1.0628
H -3.7562 -1.3369 1.9673
H -4.1623 -2.6415 0.8504
H -4.5516 -1.2698 -1.0996
H -2.8556 1.9870 0.0804
H -4.3094 2.3966 -0.9017
H -3.7809 0.4991 -2.3606
H -2.1752 1.7284 -3.4505
H -1.7557 2.5518 -1.9667
H -0.7166 -0.2313 -2.2910
H 0.0345 1.0665 -3.2330
H -0.3852 1.3684 -0.2640
H 0.7369 2.2060 -1.3096
H 1.9508 0.0384 -1.6296
H 0.8473 -0.6850 -0.4492
H 1.6372 1.1609 1.1683
H 2.8705 -0.0504 0.7836
H 2.8703 1.5455 0.0032
C -5.7853 -4.8754 4.7975
C -4.7967 -3.7249 4.6964
C -4.4742 -3.1422 6.0668
O -5.3113 -2.7300 3.8032
H -6.7296 -4.5251 5.2257
H -5.9948 -5.2830 3.8088
H -5.3985 -5.6749 5.4315
H -3.8791 -4.0776 4.2244
H -5.3863 -2.7347 6.5163
H -3.7532 -2.3313 5.9701
H -4.0667 -3.8867 6.7533
H -6.1425 -2.4067 4.1697
C -4.7663 1.3640 6.4005
C -3.8319 1.2601 5.2008
C -4.4685 1.8174 3.9416
O -3.4220 -0.0907 5.0058
H -5.6757 0.7846 6.2140
H -4.2905 0.9631 7.2977
H -5.0551 2.3992 6.5906
H -2.9099 1.8042 5.4167
H -5.3681 1.2504 3.6886
H -3.8024 1.7319 3.0882
H -4.7481 2.8664 4.0706
H -4.2054 -0.6106 4.7822
C 4.3909 4.0666 -0.7488
C 4.0795 4.9854 0.4226
C 5.3519 5.4974 1.0847
O 3.2406 4.3386 1.3748
H 4.9530 3.1972 -0.3944
H 3.4762 3.7088 -1.2203
H 4.9911 4.5804 -1.5023
H 3.4917 5.8362 0.0767
H 5.9305 4.6581 1.4805
H 5.1116 6.1613 1.9157
H 5.9789 6.0389 0.3744
H 3.6986 3.5552 1.6984
C 4.3042 -0.6309 -5.6519
C 4.6287 -0.7043 -4.1675
C 5.3825 -1.9822 -3.8262
O 3.4406 -0.6001 -3.3945
H 3.6617 -1.4738 -5.9230
H 3.7664 0.2881 -5.8841
H 5.2066 -0.6723 -6.2654
H 5.2302 0.1604 -3.8812
H 4.7680 -2.8535 -4.0693
H 5.6074 -2.0166 -2.7605
H 6.3180 -2.0547 -4.3846
H 2.8733 -1.3484 -3.6157
C 0.1290 -4.0125 4.5883
C 1.2782 -3.0143 4.5432
C 1.2739 -2.1024 5.7634
O 1.2327 -2.2575 3.3449
H -0.8264 -3.4825 4.5803
H 0.1508 -4.6570 3.7104
H 0.1767 -4.6334 5.4863
H 2.2272 -3.5541 4.5008
H 0.3465 -1.5245 5.7920
H 2.1060 -1.3995 5.7159
H 1.3505 -2.6746 6.6903
H 0.3917 -1.7823 3.3146
C 0.0119 5.4645 -0.4877
C 0.9225 5.7031 -1.6825
C 0.2882 6.6405 -2.7006
O 1.2773 4.4653 -2.2894
H -0.9188 4.9915 -0.8126
H 0.4949 4.7981 0.2270
H -0.2354 6.4006 0.0165
H 1.8659 6.1297 -1.3396
H -0.6373 6.2028 -3.0840
H 0.9598 6.8005 -3.5449
H 0.0494 7.6076 -2.2549
H 0.4669 4.0490 -2.6069
C 1.8082 -3.5501 -8.2735
C 2.7883 -4.1973 -7.3068
C 3.2234 -5.5753 -7.7826
O 2.2349 -4.2601 -5.9957
H 0.9029 -4.1580 -8.3538
H 1.5166 -2.5632 -7.9153
H 2.2410 -3.4465 -9.2696
H 3.6669 -3.5580 -7.2035
H 2.3576 -6.2399 -7.8494
H 3.9297 -6.0154 -7.0790
H 3.6939 -5.5264 -8.7657
H 1.4449 -4.8105 -6.0237
*
```


Question: The lowest max |F| belongs to which entry?
Answer: C31H74BO9